Entry 1:
One molecule with the formula C4H7NS. Source: OMol25; level of theory: ωB97M-V/def2-TZVPD.

Results
ΔE to the lowest compared entry with this formula, charge and spin = 77.54 kcal per mole
HOMO = -8.92 eV
M = 101.17 g mol⁻¹

CARTESIAN COORDINATES (ANGSTROEM)
C: -0.24 -1.60 -0.01
C: 0.68 0.18 -1.45
C: 0.58 0.53 0.02
C: -0.68 -0.23 0.32
H: 0.49 -1.90 0.72
H: -1.05 -2.35 -0.14
H: 1.19 -1.81 -1.56
H: 0.02 0.75 -2.10
H: 1.70 0.37 -1.84
H: 1.46 0.13 0.50
H: -1.49 0.03 -0.41
N: 0.39 -1.29 -1.35
S: -0.44 1.28 1.31

=====

Entry 2:
C6H15NO as an isolated structure. Source: OMol25; level of theory: ωB97M-V/def2-TZVPD.

Results
ΔE to the lowest compared entry with this formula, charge and spin = 304.26 kcal per mole
HOMO = -7.13 eV
M = 117.19 g mol⁻¹

CARTESIAN COORDINATES (ANGSTROEM)
C: 2.62 -0.10 -1.07
C: 2.67 -1.58 -0.95
C: 1.27 0.52 -0.54
N: 0.27 -0.49 -0.27
C: -1.61 -0.99 1.23
C: -0.86 0.07 0.48
C: -1.96 0.88 -0.17
O: -2.79 1.66 1.16
H: 2.76 0.23 -2.08
H: 3.35 0.34 -0.26
H: 2.48 -1.77 0.19
H: 1.77 -2.01 -1.55
H: 3.63 -2.10 -1.09
H: 0.88 1.24 -1.20
H: 1.65 1.17 0.34
H: 4.19 0.48 0.16
H: -0.84 -1.75 1.17
H: -2.51 -1.42 0.70
H: -2.04 -0.77 2.28
H: -0.55 0.90 1.31
H: -2.33 0.03 -0.83
H: -3.13 0.98 0.28
H: -1.69 1.89 -0.65